1.
Molecular formula: C34H24Cl64N4OS2
Method: DFT, ωB97M-V/def2-TZVPD

Structure (XYZ):
```
129
Properties=species:S:1:pos:R:3:forces:R:3
C -1.198313 -3.440456 2.716608 -0.3 -0.1 -0.3
C -1.960863 -3.597740 1.422921 0.3 0.0 0.4
C -1.805418 -4.702460 0.635897 -0.5 0.6 -0.1
C -2.548261 -4.832896 -0.578330 0.2 -0.6 0.3
C -2.299768 -6.047201 -1.458360 0.1 0.7 0.4
C -0.800842 -6.151255 -1.739723 0.1 0.2 -0.4
C -0.268796 -4.830978 -2.294902 0.2 0.4 0.3
S 1.493977 -5.089614 -2.653669 0.3 -0.4 -0.3
C 1.950183 -3.478041 -3.319172 0.2 0.4 -0.5
S 1.904140 -3.238993 -4.924753 -0.3 0.1 0.3
N 2.326322 -2.438768 -2.464281 -0.9 -1.3 0.9
C 1.275731 -1.398758 -2.336839 0.7 1.1 -0.3
C 1.060816 -0.999461 -0.888069 -0.1 -0.6 -0.4
O 0.716022 -2.153319 -0.145980 -0.1 -0.1 -0.1
C 1.824455 -3.037020 -0.037818 0.4 0.1 0.1
C 2.869697 -2.864501 -1.162451 -0.3 0.3 0.2
C -3.430237 -3.864255 -0.936187 0.0 -0.2 -0.2
C -3.614317 -2.702487 -0.147584 0.0 -0.5 -0.9
N -4.521070 -1.776281 -0.579546 0.7 0.4 0.8
C -4.592712 -0.725166 0.203729 -0.3 0.2 -0.5
C -3.829340 -0.545062 1.379438 -0.2 -0.1 0.4
C -3.936023 0.705459 2.217169 1.0 -0.2 -0.4
N -2.769036 1.583448 1.990139 -0.3 -0.3 -0.3
N -2.986856 -1.457629 1.806179 -0.2 -0.1 -0.3
C -2.867611 -2.566944 1.030293 0.2 0.2 0.2
H -0.303718 -4.057795 2.695551 0.1 0.0 0.1
H -1.827395 -3.763605 3.549418 0.0 0.0 0.1
H -0.948692 -2.396338 2.879999 0.1 0.0 0.1
H -1.088684 -5.454784 0.946401 -0.3 0.0 -0.1
H -2.854362 -5.896860 -2.385294 0.0 -0.3 0.0
H -2.661527 -6.939869 -0.945603 0.0 -0.1 -0.1
H -0.574012 -6.937292 -2.463071 -0.1 -0.1 0.1
H -0.243431 -6.364869 -0.829277 0.0 -0.2 0.0
H -0.827942 -4.500680 -3.172410 0.2 -0.1 -0.2
H -0.328252 -4.037800 -1.547672 -0.2 0.0 0.0
H 0.327145 -1.720425 -2.766598 0.0 -0.3 0.0
H 1.591131 -0.511887 -2.898560 -0.3 -0.8 0.3
H 0.220384 -0.309507 -0.873920 0.0 -0.1 0.3
H 1.938046 -0.503862 -0.457743 0.0 0.0 0.0
H 2.329514 -2.840230 0.917384 0.0 -0.1 0.0
H 1.456313 -4.061270 -0.038666 -0.2 0.1 0.0
H 3.394502 -3.806921 -1.297901 0.1 0.0 0.0
H 3.603613 -2.119111 -0.852112 0.0 0.0 -0.1
H -4.001307 -3.988037 -1.848589 -0.1 0.2 0.0
H -5.273933 0.069452 -0.088837 -0.1 -0.1 0.0
H -3.907024 0.348996 3.245400 -0.3 0.6 -0.1
H -4.821359 1.288003 1.971358 -0.2 -0.1 0.3
H -1.916687 1.041853 2.112036 -0.1 0.0 0.2
H -2.774431 1.822760 1.000759 0.1 0.2 0.1
C 1.551118 1.216909 2.931894 0.0 0.0 0.1
Cl 0.566184 -0.012595 2.137054 0.0 -0.1 0.1
Cl 3.226132 0.634194 3.020239 -0.3 0.1 -0.1
Cl 1.484484 2.716909 1.998890 0.2 -0.1 -0.2
Cl 0.935439 1.532092 4.552301 -0.2 -0.1 -0.1
C 3.633775 -2.759224 -9.297770 -0.1 -0.1 0.0
Cl 2.768388 -3.073173 -7.791899 0.2 0.0 -0.3
Cl 2.922171 -1.354597 -10.100601 0.1 -0.1 0.1
Cl 5.334057 -2.430997 -8.942868 0.0 0.0 0.0
Cl 3.516261 -4.171060 -10.357689 0.0 0.0 0.0
C 2.066974 1.772055 -3.376870 0.2 0.3 0.0
Cl 0.950789 1.050743 -4.538674 -0.1 0.3 -0.3
Cl 2.514806 3.395534 -3.898847 0.0 -0.1 0.0
Cl 1.290185 1.875882 -1.788727 0.0 0.4 -0.1
Cl 3.523470 0.779026 -3.252151 0.1 0.0 -0.1
C -5.160475 -0.716962 6.298556 0.0 0.0 0.0
Cl -4.118712 0.333555 7.264861 0.0 0.0 0.0
Cl -6.571951 0.195523 5.752844 0.0 0.0 0.0
Cl -4.263713 -1.297423 4.892923 0.0 -0.3 0.2
Cl -5.686726 -2.090679 7.275929 0.0 0.0 0.0
C 1.553787 2.538718 -10.294543 0.4 -0.3 -1.0
Cl 2.022641 1.279226 -11.441784 -0.1 0.3 0.0
Cl 0.570209 3.750914 -11.120303 0.0 -0.1 -0.2
Cl 0.622017 1.816162 -8.979690 -0.9 -3.6 -1.7
Cl 3.005776 3.299638 -9.638024 4.3 -1.7 -4.1
C 1.495340 5.324916 -7.231416 0.1 0.2 -0.2
Cl 1.313183 3.838883 -8.164712 -3.9 5.1 7.0
Cl 1.057716 6.712713 -8.231982 0.0 0.1 -0.1
Cl 0.445708 5.262936 -5.813662 -0.1 0.1 0.0
Cl 3.179563 5.492111 -6.708941 0.2 0.1 0.1
C 7.031326 2.885391 -3.921968 0.0 -0.1 -0.1
Cl 6.193738 2.640340 -2.383757 0.2 0.2 -0.1
Cl 7.710782 1.346364 -4.460396 0.0 0.0 0.0
Cl 5.889386 3.463543 -5.152197 0.1 -0.1 0.1
Cl 8.338776 4.055481 -3.711295 -0.1 0.0 0.0
C 3.851743 1.378013 7.887223 0.0 0.0 0.0
Cl 4.508277 2.991056 8.181925 0.0 0.0 0.0
Cl 3.713754 1.105133 6.149481 0.3 0.0 0.2
Cl 4.924213 0.166208 8.597552 0.0 0.0 0.0
Cl 2.249902 1.250873 8.625680 0.0 0.0 0.0
C 2.736316 -6.484991 2.173420 0.0 0.0 0.0
Cl 3.021147 -8.180052 2.570017 0.0 0.0 0.0
Cl 2.921665 -5.492772 3.621269 0.0 0.0 0.0
Cl 3.892951 -5.965783 0.945488 0.0 0.0 0.0
Cl 1.087474 -6.296457 1.550734 0.3 -0.2 0.1
C 6.867253 0.885104 1.717103 0.1 0.0 -0.1
Cl 5.646638 0.996678 0.444643 -0.1 0.0 0.0
Cl 7.216742 2.495160 2.349226 -0.1 -0.1 0.0
Cl 6.263644 -0.155901 3.013713 0.1 0.0 0.1
Cl 8.339104 0.177242 1.048018 0.0 0.0 0.0
C 5.364096 7.584692 -2.430740 0.0 0.0 0.0
Cl 5.465221 5.976221 -3.143624 -0.1 0.1 -0.1
Cl 4.766629 8.732188 -3.636528 0.0 0.0 0.0
Cl 4.254265 7.531365 -1.060817 -0.1 0.1 0.1
Cl 6.963125 8.093712 -1.876279 0.0 0.0 0.0
C -6.946350 -4.675710 2.054995 0.0 0.1 0.1
Cl -8.547587 -4.095141 2.553072 0.4 0.3 0.1
Cl -6.088467 -3.387886 1.212006 -0.4 -0.2 0.2
Cl -6.030490 -5.151948 3.489778 0.0 0.0 0.0
Cl -7.120923 -6.064019 0.979103 0.0 0.0 0.0
C 1.975556 10.973757 4.087717 -0.1 -0.1 0.0
Cl 1.797193 9.259125 3.665134 0.1 0.0 0.0
Cl 2.461756 11.893986 2.663696 0.0 0.0 0.0
Cl 0.423305 11.558995 4.677997 0.1 0.4 -0.1
Cl 3.199981 11.141790 5.347055 0.0 0.0 0.0
C -2.361285 9.446255 7.263381 0.0 -0.1 0.0
Cl -2.599263 8.055575 8.326174 0.0 0.0 0.0
Cl -1.994576 10.877057 8.233197 0.0 0.0 0.0
Cl -1.017652 9.129909 6.163180 0.0 -0.1 0.2
Cl -3.829913 9.728637 6.324247 0.0 0.0 0.0
C -2.453283 5.112492 3.719294 0.0 -0.2 0.0
Cl -3.231837 4.194252 5.015454 0.0 0.0 0.0
Cl -1.236612 4.092965 2.952308 0.1 0.5 0.2
Cl -3.670181 5.584332 2.526648 0.0 0.0 0.0
Cl -1.718236 6.566544 4.410713 0.0 -0.2 -0.1
C -11.696795 -7.406688 1.499951 0.0 0.1 0.0
Cl -12.500726 -7.996277 2.959348 0.0 0.0 0.0
Cl -10.765353 -8.719984 0.770386 0.0 0.0 0.0
Cl -12.911126 -6.837111 0.348744 0.0 0.0 0.0
Cl -10.603664 -6.081194 1.917431 -0.3 -0.4 -0.1
```
Forces are in eV/Å.

The gap between HOMO and LUMO comes out at 7.87 eV. For the calculated total energy, the calculation gives -31852.52615 hartree. As for the spin multiplicity: 1. The calculation puts the maximum force at 9.5 eV/A.

These are the Mulliken partial charges, in e, on atoms 1 to 99: -1.759, 0.778, 0.237, 0.343, -1.550, -0.787, 0.577, -0.195, 0.047, -0.162, 0.406, 0.766, -0.890, 0.266, 0.585, -1.511, -0.442, -0.831, -0.560, -0.881, 0.840, -0.564, -0.201, -0.001, 1.160, 0.237, 0.416, 0.201, 0.427, 0.369, 0.349, 0.632, 0.115, 0.614, -0.736, 0.384, -1.553, 0.734, 0.381, 0.391, -0.519, 0.613, 0.259, 0.482, 0.413, -0.306, 0.484, 0.000, 0.243, -0.124, 0.095, 0.119, -0.121, -0.082, 0.210, -0.132, -0.002, -0.110, -0.107, 0.275, -0.116, 0.020, 0.021, -0.001, 0.237, -0.096, -0.108, 0.022, -0.110, 0.416, -0.101, -0.061, -0.110, -0.123, 0.200, 0.071, -0.127, -0.088, -0.088, 0.050, 0.053, -0.114, 0.010, -0.063, 0.259, -0.104, 0.032, -0.108, -0.105, 0.308, -0.107, -0.099, -0.094, -0.085, 0.253, 0.062, -0.103, -0.099, -0.108

2.
Molecular formula: C34H25Cl3CrN6O7
Method: DFT, ωB97M-V/def2-TZVPD

Structure (XYZ):
```
76
Properties=species:S:1:pos:R:3:forces:R:3
Cr 0.856322 0.179425 1.253395 0.1 0.3 0.1
Cl -1.264845 5.943013 -1.726554 0.0 0.0 0.0
C -1.212355 4.510190 -0.741417 0.0 0.0 0.0
C 0.026115 3.917664 -0.506207 0.0 0.0 0.0
C 0.101039 2.768528 0.268469 0.0 0.0 0.0
N 1.265430 2.052088 0.589443 0.0 0.2 0.1
C 2.471656 2.319729 0.093782 -0.1 0.0 0.0
O 2.852737 3.253522 -0.619586 0.0 0.0 0.0
C 3.466016 1.231446 0.448867 0.1 0.0 0.0
C 4.825587 1.400463 0.244695 0.0 0.0 0.0
C 5.675503 0.360769 0.578938 0.1 0.0 0.0
C 5.147360 -0.817015 1.088675 0.0 0.0 0.0
C 3.776611 -0.914561 1.246046 0.0 0.0 0.0
N 2.964310 0.091812 0.932486 -0.1 0.0 0.0
C -1.083106 2.198683 0.801178 0.0 0.0 0.0
C -2.302712 2.812213 0.570324 0.0 0.0 0.0
C -2.364053 3.968428 -0.202484 0.0 0.0 0.0
Cl -3.917876 4.697528 -0.477013 0.0 0.0 0.0
N -0.894275 1.035193 1.557917 0.1 0.0 0.1
C -1.384860 0.962189 2.837791 -0.1 0.0 0.0
O -2.415863 1.474826 3.239562 0.0 0.0 0.0
C -0.431008 0.161191 3.747393 0.0 0.1 0.0
C -0.539121 0.616927 5.178828 0.0 0.0 0.0
C 0.542007 0.932768 5.899715 0.0 0.0 0.0
C 1.871798 0.899784 5.328841 0.0 0.0 -0.1
C 1.962664 0.627745 3.998991 0.0 0.0 0.1
N 0.935310 0.289904 3.199931 -0.1 0.0 -0.2
H 0.922416 4.359931 -0.909484 0.0 0.0 0.0
H 5.168229 2.339438 -0.166077 0.0 0.0 0.0
H 6.745013 0.464807 0.443510 0.0 0.0 0.0
H 5.782613 -1.648138 1.361304 0.0 0.0 0.0
H 3.284777 -1.800517 1.626898 0.0 0.0 0.0
H -3.200705 2.401017 1.006409 0.0 0.0 0.0
H -1.537988 0.699311 5.585576 0.0 0.0 0.0
H 0.410903 1.258042 6.927085 0.0 0.0 0.0
H 2.750077 1.166278 5.897869 0.0 0.0 0.0
H 2.928448 0.688917 3.502577 0.0 0.0 0.0
Cl -6.978889 -4.288597 -1.373581 0.0 0.0 0.0
C -5.510702 -3.361951 -1.190263 0.0 0.0 0.0
C -5.236839 -2.754141 0.024237 0.0 0.0 0.0
C -4.074138 -2.014042 0.158815 0.0 0.0 0.1
C -3.186485 -1.883129 -0.904664 0.0 0.0 0.0
C -1.926542 -1.114551 -0.668964 0.0 0.1 -0.1
C -3.478654 -2.506844 -2.109753 0.0 0.0 0.0
C -4.644730 -3.245842 -2.261299 0.0 0.0 0.0
H -5.928319 -2.856345 0.849393 0.0 0.0 0.0
H -3.840101 -1.542182 1.105694 0.0 0.0 0.0
H -2.104721 -0.216392 -0.080380 0.0 0.0 0.0
H -1.195437 -1.715127 -0.135509 0.0 0.0 0.1
H -2.799533 -2.415163 -2.947067 0.0 0.0 0.0
H -4.880011 -3.725603 -3.201628 0.0 0.0 0.0
O -1.362055 -0.710891 -1.950562 -0.1 -0.2 0.0
C -0.170718 -0.171361 -1.898924 0.0 0.4 -0.2
O 0.452577 0.060056 -0.886172 0.2 -0.3 0.1
C 0.370313 0.225590 -3.230322 0.0 0.0 0.0
C 1.393604 1.167477 -3.261107 0.0 0.0 0.0
C 1.920352 1.582242 -4.474243 0.0 0.0 0.0
C 1.438953 1.050821 -5.660025 0.0 0.0 0.0
C 0.421471 0.115753 -5.598131 -0.1 -0.1 -0.1
C -0.138362 -0.303867 -4.407550 0.0 0.0 0.0
N -0.090861 -0.456084 -6.858938 0.0 0.0 0.0
O -0.951369 -1.310314 -6.784893 0.0 0.0 0.0
O 0.382443 -0.044314 -7.900836 0.0 0.0 0.1
H 1.752855 1.590173 -2.330886 0.0 0.0 0.0
H 2.704224 2.326898 -4.493312 0.0 0.0 0.0
H 1.830427 1.350798 -6.620395 0.0 0.0 0.0
H -0.942935 -1.022207 -4.401884 0.0 0.0 0.0
C 1.055128 -3.968444 2.093965 0.0 0.0 0.0
C 0.168725 -2.794686 1.722696 -0.2 0.1 -0.1
N -1.110138 -2.813898 1.861405 0.0 0.0 0.0
O 0.806541 -1.772253 1.235289 0.1 -0.3 0.1
H 0.548286 -4.919061 1.927701 0.0 0.0 0.0
H 1.312058 -3.900861 3.152856 0.0 0.0 0.0
H 1.976463 -3.949673 1.511961 0.0 0.0 0.0
H -1.399134 -3.715044 2.229547 0.0 0.0 0.0
H -0.767938 -0.880472 3.650064 0.0 -0.1 0.0
```
Forces are in eV/Å.

The total charge is -1. The gap between HOMO and LUMO (spin up / spin down) comes out at 4.63 / 4.77 eV. For the calculated total energy, the calculation gives -4591.06821 hartree. As for the spin multiplicity: 4. The value obtained for the relative energy (zero: lowest compared OMol25 entry of this formula, charge and spin) is 0.0000 eV. The calculation puts the maximum force at 0.4 eV/A.

Charges obtained by Mulliken population analysis, quoted in units of e: -0.876, -0.247, 0.050, -0.953, 0.656, 0.769, -0.100, -0.796, 0.718, -0.826, -0.412, -0.829, -0.340, 0.901, -0.893, -0.570, 0.043, -0.241, 1.306, 0.007, -0.752, 0.946, -1.336, -0.130, -1.306, -0.034, 1.084, 0.656, 0.546, 0.414, 0.455, 0.265, 0.538, 0.381, 0.356, 0.373, 0.232, -0.243, 0.435, -0.890, -0.267, -0.235, 0.971, -0.144, -0.920, 0.420, 0.526, -0.198, -0.301, 0.369, 0.416, -0.204, 0.061, 0.093, 0.461, -0.616, -0.622, -0.675, -0.035, -0.399, 1.049, -0.612, -0.639, 0.442, 0.479, 0.483, 0.718, -1.639, 0.741, -0.507, -0.703, 0.491, 0.303, 0.300, 0.138, -0.104

3.
Molecular formula: C34H25IrN9Te
Method: DFT, ωB97M-V/def2-TZVPD

Structure (XYZ):
```
70
Properties=species:S:1:pos:R:3:forces:R:3
Ir 0.521295 -0.220019 0.010335 0.0 0.0 0.0
N -4.544032 8.035274 3.460892 0.0 0.0 0.0
C -3.992251 7.114243 3.054067 0.0 0.0 0.0
C -3.295594 5.959285 2.552801 0.0 0.0 0.0
C -3.756192 5.309436 1.411144 0.0 0.0 0.0
C -3.091630 4.190687 0.938168 0.0 0.0 0.0
C -1.954503 3.729960 1.596160 0.0 0.0 0.0
C -1.486280 4.395512 2.728024 0.0 0.0 0.0
C -2.158564 5.501162 3.214731 0.0 0.0 0.0
C -1.235216 2.526541 1.106531 -0.1 0.0 0.0
C -1.923684 1.319606 1.098829 0.0 0.1 0.0
C -3.246408 1.051288 1.537276 0.0 0.0 0.0
C -3.468980 -0.294484 1.359380 0.0 0.0 0.0
C -2.277030 -0.826309 0.828972 0.0 0.0 0.0
N -1.358582 0.124259 0.681710 0.0 0.0 0.0
C 0.087831 2.697392 0.676009 0.1 0.0 0.0
C 0.737651 3.935142 0.466778 0.0 0.0 0.0
C 1.936958 3.683814 -0.164357 0.0 0.0 0.0
C 2.014020 2.298914 -0.334211 0.0 0.0 0.0
N 0.935354 1.699591 0.189310 -0.1 0.0 -0.1
H -4.629030 5.682848 0.893818 0.0 0.0 0.0
H -3.432925 3.701770 0.035297 0.0 0.0 0.0
H -0.596971 4.041770 3.234758 0.0 0.0 0.0
H -1.808460 6.013984 4.099719 0.0 0.0 0.0
H -3.933994 1.782009 1.928942 0.0 0.0 0.0
H -4.368726 -0.848060 1.567856 0.0 0.0 0.0
H -2.072746 -1.852867 0.554750 0.0 0.0 0.0
H 0.321836 4.896236 0.719216 0.0 0.0 0.0
H 2.663587 4.397925 -0.512436 0.0 0.0 0.0
H 2.781519 1.739832 -0.839962 0.0 0.0 0.0
C -0.244698 0.258806 3.619003 0.0 -0.1 0.1
Te 1.216097 -0.776288 2.488442 0.0 0.0 0.0
C 2.722013 0.634792 2.998697 0.0 0.0 0.0
H 0.007067 0.105469 4.665450 0.0 0.0 0.0
H -1.225039 -0.158740 3.403062 0.0 0.0 0.0
H -0.213978 1.314187 3.363927 0.0 0.0 0.0
H 2.563150 1.558929 2.446032 0.0 0.0 0.0
H 3.703290 0.215100 2.797989 0.0 0.0 0.0
H 2.624910 0.808660 4.067769 0.0 0.0 0.0
N -0.171096 0.102122 -1.887180 0.0 0.0 0.0
C -0.420794 1.163886 -2.342795 0.0 0.0 0.0
C -0.682510 2.391740 -2.840838 0.0 0.0 0.1
C 0.380107 3.111354 -3.460070 0.0 0.0 0.0
N 1.279506 3.651890 -3.932005 0.0 0.0 0.0
C -1.950160 2.978752 -2.567683 0.0 0.0 -0.2
N -2.988673 3.417932 -2.337639 0.0 0.0 0.1
N 7.139140 -2.176942 -2.302439 0.0 0.0 0.0
C 7.942768 -2.890767 -3.165095 0.0 0.0 0.0
C 9.326681 -3.014130 -3.275170 0.0 0.0 0.0
C 9.786724 -3.837699 -4.278262 0.0 0.0 0.0
C 8.908493 -4.518175 -5.145547 0.0 0.0 0.0
C 7.544370 -4.390932 -5.032369 0.0 0.0 0.0
C 7.055387 -3.557427 -4.021283 0.0 0.0 0.0
N 5.753937 -3.246059 -3.689787 0.0 0.0 0.0
C 5.844047 -2.429037 -2.676381 0.0 0.0 0.0
C 4.671121 -1.864195 -2.018689 0.0 0.0 0.0
C 3.412693 -2.091712 -2.572066 0.0 0.0 0.0
C 2.296656 -1.562059 -1.968721 0.0 0.0 0.0
N 2.354735 -0.828267 -0.838048 0.0 0.0 0.0
C 3.566517 -0.614624 -0.301530 0.0 0.0 0.0
C 4.729300 -1.100721 -0.852602 0.0 0.0 0.0
H 7.457570 -1.541389 -1.593466 0.0 0.0 0.0
H 10.006590 -2.495115 -2.613109 0.0 0.0 0.0
H 10.852861 -3.967724 -4.406322 0.0 0.0 0.0
H 9.324781 -5.152386 -5.916149 0.0 0.0 0.0
H 6.864057 -4.908196 -5.694559 0.0 0.0 0.0
H 3.324907 -2.674069 -3.477744 0.0 0.0 0.0
H 1.315334 -1.702792 -2.398761 0.0 0.0 0.0
H 3.592725 -0.009290 0.591703 0.0 0.0 0.0
H 5.664430 -0.881699 -0.356291 0.0 0.0 0.0
```
Forces are in eV/Å.

The total charge is +1. The gap between HOMO and LUMO comes out at 6.43 eV. For the calculated total energy, the calculation gives -2175.56115 hartree. As for the spin multiplicity: 1. The value obtained for the relative energy (zero: lowest compared OMol25 entry of this formula, charge and spin) is 0.0000 eV. The calculation puts the maximum force at 0.2 eV/A.

Charges obtained by Mulliken population analysis, quoted in units of e: 0.925, -0.485, -0.194, 0.582, -1.035, -0.046, 0.223, -0.087, -0.968, 1.027, -0.323, -0.557, -1.258, -0.423, 0.334, 0.076, -0.714, -1.509, -0.789, 0.747, 0.488, 0.466, 0.395, 0.475, 0.649, 0.508, 0.448, 0.699, 0.485, 0.644, -0.717, 0.280, -1.011, 0.507, 0.272, 0.069, 0.249, 0.386, 0.438, -0.643, 0.528, 0.202, 0.118, -0.485, 0.278, -0.534, 0.003, 0.750, -1.064, -0.414, -0.514, -0.762, 0.618, -0.616, -0.030, 1.000, -0.787, -0.322, -0.119, -0.374, -0.946, 0.182, 0.388, 0.392, 0.391, 0.443, 0.548, 0.608, 0.580, 0.325